No. 1
Below is the molecule C3H8N2O in a non-equilibrium geometry, with properties calculated with the ωB97M-V functional and the def2-TZVPD basis.

Energy relative to the best compared isomer or geometry (same formula, charge and spin) (kcal/mol): 110.8
Total energy (eV): -8264.5217
Orbital gap (spin up / spin down) (Ha): 0.340 / 0.340
HOMO energy (spin up / spin down) (Eh): -0.3203 / -0.3203
SMILES: C/C=[N+](\[O-])NC
LUMO (spin up / spin down) (eV): 0.527 / 0.527

Geometry as ORCA input:
```
! wB97M-V def2-TZVPD RIJCOSX def2/J DEFGRID3
* xyz 0 1
C -1.152 -1.848 -0.398
N 0.760 1.072 0.945
H 1.742 1.045 1.228
H -0.456 2.231 -0.302
H 0.947 1.469 -1.120
H -1.275 -0.182 1.075
N 0.660 -0.498 0.486
H 1.193 2.869 0.000
C 0.604 1.964 -0.179
H -0.359 -2.333 -0.948
C -0.629 -0.713 0.397
H -1.627 -2.599 0.239
H -1.916 -1.553 -1.097
O 1.508 -0.924 -0.327
*
```

Atom charges from the Mulliken analysis, given in e for atoms 1 to 5: C -1.0636; N -0.4451; H 0.2939; H 0.2355; H 0.2963

No. 2
Below is a structure of composition C17H14BiClN3O2S, with properties calculated with the ωB97M-V functional and the def2-TZVPD basis.

Energy relative to the best compared isomer or geometry (same formula, charge and spin) (kcal/mol): 0.0
Total energy (eV): -55623.3357
Orbital gap (Ha): 0.291
HOMO energy (Eh): -0.1883
LUMO (eV): 2.784

Geometry as ORCA input:
```
! wB97M-V def2-TZVPD RIJCOSX def2/J DEFGRID3
* xyz -1 1
C 1.086 1.404 2.836
C 1.546 -3.680 -2.851
H 1.680 1.653 -0.104
H 1.979 2.012 3.021
C 0.025 1.074 -1.833
H 2.900 1.612 1.186
H 1.393 -5.285 -4.259
C -1.075 -4.243 -2.169
H -2.895 0.400 5.030
C 0.896 -4.704 -3.493
H -2.101 -4.450 -1.892
H -0.963 -5.788 -3.620
C 1.746 -1.903 -1.227
H 1.607 2.417 5.146
C -0.434 -3.165 -1.499
H 3.307 -0.104 -0.577
O -1.079 -2.464 -0.641
H 2.761 -1.854 -1.636
Cl 0.683 -2.365 2.599
S 1.088 1.333 -3.041
O -1.602 0.243 2.824
C -0.158 2.013 6.266
C 2.071 1.063 0.726
N 1.005 0.840 1.688
Bi -0.566 -0.806 0.935
C -0.433 -4.979 -3.130
C 2.579 -0.274 0.222
C -1.909 0.845 5.071
C -1.438 1.433 6.214
C -1.125 0.779 3.882
H -2.068 1.454 7.097
N -0.737 0.872 -0.963
C 0.177 1.361 3.946
H 3.061 -0.805 1.048
C 0.924 -2.907 -1.854
H 2.574 -3.448 -3.109
C 0.617 1.973 5.137
N 1.478 -1.095 -0.268
H 0.203 2.480 7.172
*
```

Atom charges from the Mulliken analysis, given in e for atoms 1 to 5: C 0.1253; C -0.7154; H 0.0478; H 0.1604; C 0.3961

No. 3
Below is a cluster of 2 separate species, C4H8N2O2 in total in a non-equilibrium geometry, with properties calculated with the ωB97M-V functional and the def2-TZVPD basis.

Energy relative to the best compared isomer or geometry (same formula, charge and spin) (kcal/mol): 81.3
Total energy (eV): -11350.5876
Orbital gap (Ha): 0.373
HOMO energy (Eh): -0.3643
SMILES: [H]/N=C\C=N/[H].COC=O
LUMO (eV): 0.249

Geometry as ORCA input:
```
! wB97M-V def2-TZVPD RIJCOSX def2/J DEFGRID3
* xyz 0 1
C 1.920 1.371 -0.946
C -1.551 -1.158 0.029
H -0.839 1.308 0.768
H 2.778 1.307 -0.268
H -1.746 -0.948 -1.033
C -0.117 -1.751 0.327
H -2.156 -1.608 1.787
O 0.806 0.741 -0.314
C -0.383 1.470 -0.223
H 0.035 -0.878 2.029
H 0.180 -2.496 -0.420
N 0.447 -1.631 1.468
H 2.150 0.806 -1.855
N -2.501 -1.244 0.888
O -0.758 2.290 -1.036
H 1.735 2.420 -1.199
*
```

Atom charges from the Mulliken analysis, given in e for atoms 1 to 5: C -0.7088; C -0.2895; H 0.3887; H 0.2507; H 0.4151

No. 4
Below is a cluster of 11 separate species, C45H66F27NO19 in total in a non-equilibrium geometry, with properties calculated with the ωB97M-V functional and the def2-TZVPD basis.

Total energy (eV): -161500.0577
Orbital gap (Ha): 0.314
HOMO energy (Eh): -0.3176
SMILES: CCOC(=O)C(F)(F)F.CCOC(=O)C(F)(F)F.CCOC(=O)C(F)(F)F.CCOC(=O)C(F)(F)F.CCOC(=O)C(F)(F)F.CCOC(=O)C(F)(F)F.CCOC(=O)C(F)(F)F.CCOC(=O)C(F)(F)F.CCOC(=O)C(F)(F)F.CCN(CC)CC.CC(C)=O
LUMO (eV): -0.093

Geometry as ORCA input:
```
! wB97M-V def2-TZVPD RIJCOSX def2/J DEFGRID3
* xyz 0 1
H 0.984 3.580 -0.350
H -4.268 3.012 1.991
F 7.022 1.263 5.739
O 5.052 -5.331 -5.158
C 7.548 2.446 -1.780
C -3.013 5.483 1.866
H -4.459 -1.044 -1.363
O 4.161 2.232 4.842
C 1.988 3.696 -0.757
C -5.234 -3.374 2.466
F 6.517 3.309 5.563
C 0.048 5.148 2.513
C -3.167 2.076 -1.982
C -3.534 -0.640 -3.285
F 0.051 -4.792 -5.345
H -2.846 -0.569 -1.248
C -1.423 0.262 5.014
H 3.229 -0.305 3.674
O 0.407 2.070 -2.302
C -1.028 -5.078 2.285
C 2.422 -0.992 -4.734
H -4.729 -4.243 2.887
H 2.769 -5.084 -4.112
H -1.438 5.242 0.328
F -0.022 3.437 -4.785
C -0.310 -0.726 0.817
H -4.266 -0.282 -4.009
F 6.359 -2.771 -5.705
H -0.932 1.208 1.594
H 2.270 1.481 5.299
C 2.575 4.942 -0.191
O -2.181 -5.186 2.761
H -6.499 -0.524 -1.796
H 1.966 -3.454 -2.424
C -0.226 -1.501 -0.460
H 0.234 -2.472 -0.279
H 2.591 2.862 -0.397
C -4.751 -4.638 -2.243
H 2.484 4.824 0.889
H -0.927 1.154 -0.140
H -3.145 3.007 0.013
H 3.548 -5.941 -2.781
O -2.846 0.827 3.184
O 2.063 3.594 -2.157
H 2.322 2.673 4.010
H -7.631 0.678 -1.522
H 8.097 3.357 -2.020
H -3.745 0.833 1.276
H -1.947 6.937 0.670
F 1.042 6.876 3.719
O 0.441 -2.099 -3.783
H -2.312 3.977 -1.150
F 2.057 4.030 -4.704
C -6.608 0.414 -1.252
H -2.175 1.625 -1.979
C 6.189 2.208 6.193
H 2.050 5.868 -0.426
H -6.275 -3.605 2.239
F 2.165 4.984 3.546
H 3.637 5.078 -0.393
C 2.466 -4.345 -2.043
F -0.495 0.856 4.268
H 0.493 -0.925 -1.043
H -5.009 -1.924 0.964
N -4.106 1.080 -1.451
H -4.643 -0.002 2.396
H -6.618 0.135 -0.198
O 5.227 1.685 -1.991
C -2.773 0.073 4.267
H -3.300 -1.693 -3.439
H -4.067 3.894 -1.154
C -4.541 -2.885 1.180
C 4.668 1.830 5.989
F -1.486 -5.909 0.156
F -5.814 -5.255 -1.809
C 1.140 2.893 -2.851
C -3.160 3.302 -1.036
C 6.072 2.842 -2.003
H -3.280 6.224 2.620
F 7.532 -4.205 -4.590
H 1.675 -5.009 -1.695
O -0.664 6.163 1.922
C -4.004 0.878 2.334
H -5.771 2.005 2.053
O 4.506 -4.252 -3.324
H 0.591 1.139 0.714
H 5.942 3.237 -3.010
H -5.240 -2.539 3.166
C 3.823 -0.040 -0.913
C -4.805 2.218 2.511
H -3.330 2.321 -3.032
C 1.069 -0.820 -3.917
H -3.863 5.463 1.184
C 4.662 1.293 -0.791
H -0.765 -3.835 6.154
C 6.409 -3.447 -4.596
F -4.899 -3.786 -3.244
C 2.848 1.820 4.439
H -2.628 -0.096 -3.554
C 0.980 5.550 3.649
C 1.190 3.102 -4.372
H 1.397 -0.312 -3.011
H -0.942 -5.246 5.134
C 2.963 0.706 3.364
C -0.262 -2.571 -4.862
F -0.881 -0.856 5.354
H 3.118 -0.156 -4.791
O 4.600 1.941 0.287
C 5.197 -4.397 -4.393
C -0.501 -5.858 1.068
O -3.030 -3.311 -1.136
F 3.567 -0.458 -2.137
F 2.731 0.176 -0.246
H -1.543 -3.124 3.825
C -0.521 -3.468 3.978
C -0.428 0.753 0.742
C 3.286 -4.954 -3.161
H 7.961 1.683 -2.439
O -0.130 -1.281 1.902
H -5.649 1.697 -2.701
H 1.984 0.663 2.885
H 5.724 3.524 -1.227
C -5.536 1.464 -1.642
O -0.420 -1.980 -5.931
F 0.448 5.163 4.811
O 4.054 1.123 6.794
F -3.927 -5.590 -2.674
H 3.031 -4.145 -1.132
H 0.396 -0.151 -4.454
F -1.998 -4.194 -5.031
C -1.757 5.950 1.093
F 6.350 2.384 7.528
C -4.132 -3.836 -1.043
C -3.763 -0.317 -1.780
F 0.626 -5.279 0.493
H 0.013 -2.524 4.095
H -3.476 -2.663 1.240
H 7.787 2.240 -0.737
H -1.184 -1.648 -0.958
F 1.610 2.035 -4.993
H -5.748 2.410 -1.144
H 3.712 1.098 2.677
F -0.291 -7.146 1.431
F -0.637 -4.345 -3.362
H 0.669 -4.606 5.512
H -5.008 2.437 3.559
O 0.020 3.949 2.111
H -2.807 4.569 2.422
F 4.500 -1.035 -0.277
H 2.985 -1.804 -4.274
F -1.515 1.044 6.081
C -0.360 -4.335 5.275
O -4.840 -3.737 0.083
H 2.205 -1.256 -5.769
O -0.108 -4.227 2.825
O -3.681 -0.664 4.655
F 6.511 -2.595 -3.551
C -0.748 -4.015 -4.650
*
```

Atom charges from the Mulliken analysis, given in e for atoms 1 to 5: H -0.2025; H -0.0489; F -0.2445; O -0.5595; C -1.2925

No. 5
Below is a structure of composition C4H10FeO6 in a non-equilibrium geometry, with properties calculated with the ωB97M-V functional and the def2-TZVPD basis.

Total energy (eV): -50984.0699
Orbital gap (spin up / spin down) (Ha): 0.306 / 0.279
HOMO energy (spin up / spin down) (Eh): -0.3092 / -0.2821
LUMO (spin up / spin down) (eV): -0.076 / -0.089

Geometry as ORCA input:
```
! wB97M-V def2-TZVPD RIJCOSX def2/J DEFGRID3
* xyz 0 5
H 1.809 0.871 -3.368
H 2.563 2.342 -2.756
O -1.301 2.182 0.654
C 2.355 1.297 -2.527
H 3.269 0.782 -2.228
O 0.533 0.479 2.505
O -1.709 -0.713 0.201
H -1.597 2.777 -0.034
H -1.808 2.435 1.426
Fe -0.135 0.484 0.450
C -1.084 -1.768 0.305
O 0.214 0.876 -1.549
H -1.089 -3.919 0.411
H 0.230 0.093 3.327
C -1.823 -3.115 0.360
C 1.444 0.997 -1.377
H 1.258 1.048 2.760
O 0.157 -1.725 0.714
O 1.741 1.124 -0.168
H -2.585 -3.413 -0.361
H -2.443 -3.135 1.256
*
```

Atom charges from the Mulliken analysis, given in e for atoms 1 to 5: H 0.2824; H 0.2811; O -0.4100; C -1.0478; H 0.3023